(1)
This record from the OMol25 dataset describes a molecular structure, C52H70IrN3O2PSSe. The level of theory is ωB97M-V/def2-TZVPD.

Calculated total energy in hartree: -5583.3019
Kohn-Sham gap in eV: 4.168
Energy above the lowest of the compared OMol25 structures with the same formula, charge and spin in kJ/mol: 166.2
HOMO energy in eV: -9.4
Net charge: +1

Geometry as XYZ:
```
131
Properties=species:S:1:pos:R:3:lowdin_charge:R:1
Ir 1.003 0.029 -0.152 1.2444
C -4.287 -3.741 4.003 -0.0416
C -2.779 -3.729 4.277 -0.5576
C -2.390 -5.072 4.900 -0.0569
C -2.438 -2.617 5.286 -0.0404
C -1.992 -3.418 3.020 -0.1720
C -2.285 -2.282 2.271 -0.0921
C -1.417 -1.847 1.291 -0.3697
Se -1.772 -0.061 0.626 1.2754
C -2.307 0.212 -1.214 -0.3745
C -3.468 0.932 -1.391 -0.0988
C -3.762 1.514 -2.622 -0.1686
C -2.863 1.289 -3.669 0.0428
C -1.670 0.614 -3.524 -0.0797
C -1.328 0.074 -2.236 -0.4035
O -0.199 -0.457 -1.975 -0.2165
C -0.649 0.501 -4.646 -0.5227
C -0.260 -0.971 -4.841 -0.0280
C 0.588 1.316 -4.237 -0.0318
C -1.156 1.049 -5.981 -0.0538
C -4.949 2.454 -2.729 -0.5571
C -4.667 3.643 -1.792 -0.0441
C -5.144 3.001 -4.145 -0.0575
C -6.241 1.751 -2.295 -0.0397
C -0.180 -2.486 1.026 -0.3771
O 0.735 -1.930 0.312 -0.2920
C 0.011 -3.769 1.650 -0.0817
C -0.878 -4.165 2.626 0.0390
C 1.194 -4.634 1.251 -0.5318
C 1.053 -4.938 -0.247 -0.0307
C 1.235 -5.969 1.999 -0.0571
C 2.515 -3.897 1.516 -0.0363
H -4.818 -4.034 4.905 0.0854
H -4.525 -4.455 3.218 0.0927
H -4.656 -2.765 3.703 0.0736
H -2.978 -5.235 5.801 0.0871
H -1.342 -5.084 5.188 0.0837
H -2.589 -5.893 4.216 0.0928
H -2.954 -2.791 6.226 0.0860
H -2.729 -1.640 4.909 0.0743
H -1.367 -2.609 5.479 0.0855
H -3.174 -1.698 2.466 0.1005
H -4.111 1.083 -0.535 0.1018
H -3.093 1.702 -4.635 0.0926
H 0.161 -1.382 -3.927 0.0614
H 0.485 -1.058 -5.628 0.0845
H -1.133 -1.555 -5.125 0.0953
H 0.955 0.975 -3.276 0.0464
H 0.343 2.374 -4.167 0.0871
H 1.382 1.195 -4.971 0.0851
H -2.018 0.493 -6.338 0.0924
H -0.366 0.953 -6.721 0.0864
H -1.409 2.104 -5.910 0.0828
H -3.737 4.128 -2.082 0.0842
H -4.581 3.320 -0.758 0.0731
H -5.469 4.374 -1.854 0.0855
H -4.265 3.547 -4.479 0.0839
H -5.983 3.694 -4.153 0.0875
H -5.363 2.202 -4.851 0.0913
H -6.165 1.346 -1.290 0.0737
H -6.478 0.937 -2.976 0.0913
H -7.066 2.458 -2.307 0.0859
H -0.689 -5.095 3.134 0.0904
H 0.136 -5.493 -0.434 0.0968
H 1.896 -5.534 -0.587 0.0896
H 1.016 -4.017 -0.819 0.0502
H 0.328 -6.544 1.833 0.0897
H 1.384 -5.824 3.066 0.0880
H 2.071 -6.557 1.628 0.0875
H 2.589 -3.007 0.898 0.0538
H 3.356 -4.547 1.282 0.0861
H 2.583 -3.610 2.563 0.0913
N 3.870 0.851 -3.099 0.2005
C 3.784 -0.430 -3.592 -0.1698
C 4.310 -1.035 -4.723 -0.0012
C 3.985 -2.361 -4.927 -0.0605
C 3.178 -3.069 -4.029 -0.0523
C 2.673 -2.478 -2.891 0.0183
C 2.978 -1.141 -2.674 -0.1920
N 2.595 -0.284 -1.680 0.0877
C 3.118 0.896 -1.969 -0.2775
C 2.834 2.046 -1.127 -0.2688
C 3.803 3.042 -1.065 -0.4538
S 3.881 4.440 -0.132 0.8240
C 1.329 2.836 0.620 -0.3940
N 1.675 1.926 -0.453 -0.1061
H 4.345 1.624 -3.537 0.1749
H 4.934 -0.495 -5.420 0.1169
H 4.362 -2.867 -5.802 0.1123
H 2.958 -4.104 -4.241 0.1135
H 2.046 -2.999 -2.190 0.0966
H 4.685 2.886 -1.675 0.0590
H 2.192 3.472 0.868 -0.0022
C 1.223 2.743 4.354 -0.0628
C 0.617 1.545 3.636 -0.6404
C 1.078 0.236 4.280 -0.0762
C -0.904 1.620 3.706 -0.0961
P 1.279 1.390 1.841 1.1089
C 3.087 1.288 2.092 -0.3729
C 3.862 2.372 2.495 -0.1343
C 5.234 2.237 2.603 -0.0676
C 5.848 1.030 2.305 -0.0600
C 5.085 -0.055 1.907 -0.0554
C 3.713 0.078 1.798 -0.1056
C 0.171 3.812 0.302 -0.5563
C 0.296 5.017 1.236 -0.0296
C 0.295 4.290 -1.148 -0.0281
C -1.200 3.179 0.482 -0.0663
H 0.769 2.836 5.338 0.1041
H 1.037 3.666 3.811 0.0664
H 2.292 2.620 4.490 0.0733
H 0.714 0.172 5.304 0.1008
H 2.164 0.173 4.306 0.0812
H 0.691 -0.623 3.730 0.0847
H -1.219 1.496 4.742 0.0985
H -1.372 0.825 3.122 0.0282
H -1.282 2.581 3.369 0.0761
H 3.410 3.331 2.699 0.0969
H 5.830 3.078 2.920 0.1132
H 6.920 0.939 2.374 0.1111
H 5.560 -1.000 1.687 0.1134
H 3.112 -0.757 1.462 0.0694
H 1.235 5.544 1.080 0.0778
H 0.234 4.699 2.274 0.0674
H -0.510 5.721 1.041 0.0970
H 1.283 4.692 -1.345 0.0626
H -0.437 5.072 -1.334 0.1005
H 0.101 3.472 -1.839 0.0757
H -1.242 2.619 1.411 0.0184
H -1.420 2.506 -0.344 0.0531
H -1.969 3.948 0.505 0.1017
```


(2)
This record from the OMol25 dataset describes 13 unconnected molecules or ions with the total composition C52H72O26S7. The level of theory is ωB97M-V/def2-TZVPD.

Calculated total energy in hartree: -6767.7363
Kohn-Sham gap in eV: 8.943
HOMO energy in eV: -9.1

Geometry as XYZ:
```
157
Properties=species:S:1:pos:R:3:lowdin_charge:R:1
C -5.720 -8.407 0.296 -0.2010
C -6.768 -9.385 0.531 -0.2620
O -7.414 -9.773 -0.630 -0.1607
S -6.990 -8.711 -1.828 0.7138
O -8.160 -8.110 -2.407 -0.2295
O -6.006 -9.296 -2.734 -0.2410
O -6.292 -7.677 -0.772 -0.1827
H -4.837 -8.984 0.022 0.1350
H -5.471 -7.760 1.137 0.1472
H -7.505 -8.979 1.224 0.1383
H -6.327 -10.305 0.915 0.1425
C -12.737 -13.098 2.907 -0.1428
C -13.421 -12.771 1.535 -0.1601
O -12.781 -13.582 0.574 -0.2279
S -12.060 -14.883 1.180 0.7351
O -10.920 -15.238 0.344 -0.2298
O -12.980 -15.945 1.598 -0.2462
O -11.614 -13.841 2.422 -0.2356
H -13.221 -13.749 3.634 0.1243
H -12.404 -12.176 3.384 0.1276
H -13.333 -11.713 1.287 0.1274
H -14.460 -13.005 1.303 0.1281
C -12.050 4.447 2.328 -0.2241
C -12.841 5.193 1.268 -0.1249
O -14.139 5.141 1.897 -0.2322
S -14.549 3.621 2.241 0.7359
O -14.685 2.701 1.081 -0.2632
O -15.567 3.533 3.209 -0.1972
O -12.958 3.561 2.863 -0.2187
H -11.604 5.059 3.112 0.1294
H -11.216 3.808 2.038 0.1318
H -13.017 4.550 0.405 0.1213
H -12.605 6.237 1.066 0.1417
C -12.068 -3.332 -8.498 -0.1571
C -10.527 -3.576 -8.365 -0.1726
O -9.974 -2.302 -8.178 -0.2108
S -11.074 -1.088 -8.036 0.7789
O -10.674 0.166 -8.720 -0.2502
O -11.557 -0.994 -6.612 -0.2825
O -12.187 -1.950 -8.906 -0.2199
H -12.621 -3.485 -7.571 0.1239
H -12.492 -3.890 -9.333 0.1289
H -10.235 -4.191 -9.216 0.1315
H -10.382 -4.062 -7.400 0.1298
C -21.429 -10.661 -0.475 -0.1994
C -22.810 -11.298 -0.476 -0.1558
O -23.728 -10.239 -0.825 -0.2013
S -22.993 -8.874 -1.332 0.6932
O -22.862 -7.945 -0.212 -0.2442
O -23.385 -8.446 -2.623 -0.2045
O -21.579 -9.706 -1.487 -0.2087
H -20.581 -11.280 -0.769 0.1370
H -21.147 -10.246 0.493 0.1279
H -23.070 -11.782 0.465 0.1290
H -22.858 -12.129 -1.181 0.1269
O -15.723 -5.323 -1.809 -0.2851
S -15.727 -4.836 -0.456 0.6670
O -16.238 -5.713 0.603 -0.3050
O -14.320 -4.133 0.046 -0.2704
C -13.498 -3.622 -0.959 -0.2858
C -12.369 -2.811 -0.219 -0.0471
C -16.791 -3.300 -0.382 -0.1006
H -14.068 -3.130 -1.747 0.1129
H -13.064 -4.415 -1.568 0.1131
H -11.534 -2.641 -0.899 0.0707
H -11.795 -3.380 0.512 0.0687
H -12.660 -1.914 0.328 0.0731
H -16.576 -2.738 0.526 0.0661
H -17.825 -3.616 -0.243 0.0591
H -16.806 -2.749 -1.322 0.0634
O -8.824 -3.080 8.408 -0.3209
S -9.245 -4.243 7.592 0.6689
O -9.122 -5.534 8.237 -0.2860
O -10.789 -3.994 7.137 -0.2731
C -11.352 -2.698 7.388 -0.2741
C -12.339 -2.591 6.223 -0.0707
C -8.441 -4.236 5.919 -0.1051
H -10.737 -1.798 7.370 0.1136
H -11.802 -2.626 8.378 0.1227
H -13.044 -1.760 6.209 0.0777
H -12.936 -3.498 6.316 0.0795
H -11.849 -2.484 5.256 0.0755
H -8.924 -5.012 5.326 0.0608
H -7.372 -4.439 5.980 0.0660
H -8.612 -3.356 5.300 0.0652
C -5.817 2.265 4.252 -0.1118
C -5.237 2.293 2.989 -0.0840
C -4.138 3.163 2.738 -0.0796
C -3.730 4.080 3.707 -0.1055
C -4.298 4.034 4.960 -0.0945
C -5.381 3.172 5.185 -0.1063
H -6.694 1.673 4.470 0.0983
H -5.643 1.627 2.242 0.0934
H -3.762 3.197 1.726 0.0940
H -2.932 4.774 3.490 0.0992
H -3.922 4.653 5.761 0.0994
H -5.851 3.214 6.156 0.0974
C -19.387 -1.339 7.555 -0.0912
C -19.964 -2.464 6.945 -0.0762
C -19.597 -3.721 7.467 -0.0858
C -18.846 -3.789 8.634 -0.1073
C -18.384 -2.666 9.259 -0.1250
C -18.661 -1.439 8.734 -0.1088
H -19.704 -0.340 7.294 0.0953
H -20.523 -2.403 6.023 0.0964
H -20.012 -4.564 6.935 0.0957
H -18.532 -4.738 9.044 0.0994
H -17.720 -2.784 10.103 0.1042
H -18.417 -0.661 9.442 0.1032
C -20.627 -9.544 -9.253 -0.0829
C -20.843 -10.171 -10.494 -0.0986
C -19.787 -10.680 -11.231 -0.0940
C -18.475 -10.486 -10.801 -0.1152
C -18.202 -9.873 -9.623 -0.0984
C -19.299 -9.391 -8.884 -0.0995
H -21.480 -9.167 -8.707 0.0995
H -21.854 -10.268 -10.860 0.0955
H -20.018 -11.091 -12.203 0.0979
H -17.641 -10.811 -11.406 0.1001
H -17.226 -9.827 -9.164 0.1017
H -19.157 -8.961 -7.904 0.0939
C -3.501 0.339 -4.260 -0.0841
C -2.388 1.116 -4.143 -0.1321
C -1.413 0.808 -3.226 -0.0964
C -1.606 -0.232 -2.291 -0.0904
C -2.700 -1.103 -2.411 -0.0945
C -3.678 -0.731 -3.337 -0.0828
H -4.110 0.610 -5.110 0.1008
H -2.116 1.869 -4.867 0.1030
H -0.504 1.389 -3.175 0.0967
H -0.768 -0.587 -1.708 0.0918
H -2.655 -2.015 -1.834 0.0975
H -4.503 -1.425 -3.403 0.0904
C -20.568 -0.366 -7.524 -0.0856
C -19.779 -0.460 -8.626 -0.1435
C -18.923 -1.504 -8.892 -0.0776
C -18.899 -2.522 -7.918 -0.1121
C -19.706 -2.536 -6.795 -0.1077
C -20.629 -1.474 -6.563 -0.0389
H -21.182 0.511 -7.383 0.0927
H -19.951 0.281 -9.392 0.1004
H -18.363 -1.711 -9.792 0.0998
H -18.321 -3.433 -7.968 0.0929
H -19.633 -3.392 -6.141 0.0930
H -21.199 -1.435 -5.646 0.0866
C -25.996 1.200 -3.080 -0.0861
C -26.078 -0.035 -2.489 -0.1134
C -25.206 -0.294 -1.473 -0.1114
C -24.274 0.646 -1.066 -0.0828
C -24.235 1.936 -1.623 -0.1020
C -25.010 2.134 -2.696 -0.1105
H -26.664 1.344 -3.916 0.0976
H -26.760 -0.799 -2.834 0.1052
H -25.348 -1.249 -0.991 0.1018
H -23.645 0.428 -0.216 0.0964
H -23.514 2.657 -1.265 0.1044
H -24.910 3.021 -3.304 0.1007
```


(3)
This record from the OMol25 dataset describes a molecular structure, C52H78As3CdN3O2. The level of theory is ωB97M-V/def2-TZVPD.

Calculated total energy in hartree: -9218.0782
Kohn-Sham gap in eV: 7.866
HOMO energy in eV: -8.1

Geometry as XYZ:
```
139
Properties=species:S:1:pos:R:3:lowdin_charge:R:1
Cd 0.619 0.598 -0.207 1.4036
C 2.911 5.243 -1.594 -0.0932
C 2.819 4.570 -0.218 -0.3714
C 2.994 5.659 0.855 -0.0423
C 3.863 3.479 -0.011 -0.1509
C 5.116 3.700 -0.564 -0.0449
C 6.188 2.876 -0.271 -0.0756
C 6.003 1.885 0.666 -0.0609
C 4.760 1.610 1.248 -0.1171
C 4.885 0.662 2.444 -0.3602
C 5.378 -0.731 2.035 -0.0649
C 3.690 0.583 3.372 -0.0706
C 3.632 2.337 0.808 -0.1699
N 2.251 2.013 1.050 0.0371
C 1.616 2.720 1.989 -0.5489
O 2.106 3.398 2.899 0.0085
C 0.092 2.740 1.903 -0.2004
C -0.655 3.647 2.637 0.0171
C -2.033 3.652 2.468 -0.0229
C -2.635 2.760 1.589 0.0131
C -1.824 1.887 0.885 -0.2066
N -0.507 1.903 1.067 0.0124
C -2.411 0.944 -0.158 -0.5486
O -3.613 0.699 -0.049 -0.0145
N -1.571 0.525 -1.116 0.0307
C -2.189 -0.114 -2.242 -0.1706
C -2.138 -1.511 -2.379 -0.1416
C -2.579 -2.114 -3.552 -0.0488
C -3.136 -1.370 -4.573 -0.0751
C -3.287 -0.007 -4.394 -0.0461
C -2.839 0.643 -3.248 -0.1280
C -3.131 2.133 -3.135 -0.3583
C -4.537 2.392 -2.569 -0.0478
C -3.037 2.866 -4.480 -0.0890
C -1.672 -2.402 -1.247 -0.3819
C -0.193 -2.753 -1.375 -0.1024
C -2.491 -3.693 -1.149 -0.0676
H 1.983 5.769 -1.828 0.0762
H 3.707 5.990 -1.608 0.0812
H 3.117 4.527 -2.392 0.0619
H 1.822 4.136 -0.103 0.0991
H 4.001 6.077 0.785 0.0854
H 2.277 6.468 0.688 0.0832
H 2.851 5.262 1.855 0.0616
H 5.269 4.549 -1.216 0.1060
H 7.160 3.050 -0.714 0.1013
H 6.864 1.325 1.010 0.1067
H 5.691 1.108 3.037 0.1373
H 5.508 -1.361 2.918 0.0804
H 4.674 -1.225 1.365 0.0532
H 6.336 -0.683 1.519 0.0653
H 2.862 0.091 2.882 0.0233
H 3.954 0.006 4.263 0.0874
H 3.366 1.574 3.684 0.0746
H -0.140 4.316 3.310 0.1202
H -2.642 4.357 3.020 0.1115
H -3.703 2.725 1.428 0.1196
H -2.512 -3.190 -3.656 0.1065
H -3.487 -1.850 -5.477 0.1007
H -3.778 0.570 -5.167 0.1057
H -2.400 2.560 -2.448 0.0962
H -5.289 2.082 -3.299 0.0819
H -4.709 1.843 -1.650 0.0568
H -4.675 3.460 -2.376 0.0818
H -3.940 2.709 -5.073 0.0742
H -2.947 3.942 -4.317 0.0846
H -2.190 2.535 -5.084 0.0690
H -1.819 -1.843 -0.320 0.0576
H -0.009 -3.270 -2.321 0.0967
H 0.423 -1.853 -1.371 0.0157
H 0.138 -3.405 -0.562 0.0411
H -2.166 -4.438 -1.878 0.0818
H -2.367 -4.131 -0.158 0.0309
H -3.553 -3.507 -1.307 0.0865
C 1.005 4.062 -4.396 -0.0381
C 0.189 3.165 -3.460 -0.3611
C -0.213 3.906 -2.184 -0.0477
C 0.922 1.875 -3.186 -0.2048
C 1.927 1.804 -2.223 -0.0835
C 2.636 0.615 -2.012 -0.0939
C 2.372 -0.525 -2.776 -0.3006
C 3.170 -1.785 -2.572 -0.0402
C 1.357 -0.448 -3.724 -0.0344
C 0.640 0.726 -3.916 -0.0094
H 0.484 5.005 -4.571 0.0861
H 1.161 3.576 -5.361 0.0844
H 1.984 4.288 -3.971 0.0565
H -0.719 2.895 -3.997 0.0791
H 0.637 4.429 -1.744 0.0373
H -0.615 3.220 -1.437 0.0549
H -0.980 4.652 -2.406 0.0919
H 2.203 2.677 -1.643 0.0791
H 3.452 0.612 -1.292 0.1072
H 3.104 -2.434 -3.444 0.0819
H 2.804 -2.349 -1.710 0.0619
H 4.220 -1.554 -2.390 0.0847
H 1.112 -1.322 -4.315 0.1189
H -0.160 0.742 -4.647 0.1211
C -5.011 -2.081 1.538 -0.3075
As -3.327 -1.671 2.438 1.1317
C -4.141 -1.190 4.162 -0.3241
C -2.849 -3.553 2.810 -0.3593
C -1.419 -3.832 3.287 -0.6526
C -1.196 -3.144 4.640 -0.0771
C -0.318 -3.435 2.285 -0.3219
As 0.170 -1.597 1.683 1.1004
C 0.307 -0.546 3.324 -0.3131
C 2.041 -2.153 1.418 -0.3318
C -1.255 -5.345 3.575 -0.3927
As -1.323 -6.914 2.361 1.1334
C -0.220 -6.468 0.794 -0.3499
C -3.081 -6.765 1.498 -0.3464
H -5.560 -2.845 2.091 0.0288
H -4.817 -2.425 0.525 0.0078
H -5.596 -1.167 1.474 0.0231
H -4.754 -2.008 4.542 0.0247
H -4.774 -0.319 3.992 0.0187
H -3.388 -0.929 4.904 0.0072
H -3.044 -4.093 1.883 0.0341
H -3.554 -3.937 3.554 0.0826
H -1.395 -2.077 4.588 0.0342
H -0.169 -3.282 4.986 0.0896
H -1.865 -3.570 5.391 0.0922
H -0.488 -3.965 1.347 0.0238
H 0.635 -3.796 2.682 0.0743
H 0.799 -1.091 4.128 0.0361
H -0.691 -0.240 3.632 0.0057
H 0.877 0.352 3.104 -0.0151
H 2.549 -2.361 2.359 0.0353
H 2.592 -1.382 0.877 -0.0156
H 2.035 -3.058 0.808 0.0216
H -2.014 -5.618 4.317 0.0627
H -0.297 -5.493 4.087 0.0605
H 0.777 -6.154 1.104 0.0171
H -0.664 -5.705 0.157 -0.0127
H -0.120 -7.384 0.212 0.0145
H -3.861 -6.694 2.255 0.0199
H -3.242 -7.681 0.929 0.0142
H -3.162 -5.919 0.818 -0.0104
```


What is the formula in the second record? C52H72O26S7


calculated total energy of number 2 (C52H72O26S7)? -6767.7363 hartree